[1]
This record from the OMol25 dataset describes a 6-piece molecular cluster, C32H30F4N5O14PS overall at a distorted geometry. The level of theory is wB97M-V/def2-TZVPD.

Its total energy is -3702.89282 a.u. As for the structure (SMILES): O=S(=O)(F)[PH2](COO)C(F)(F)F.O=[N+]([O-])c1ccccc1.O=[N+]([O-])c1ccccc1.O=[N+]([O-])c1ccccc1.O=[N+]([O-])c1ccccc1.O=[N+]([O-])c1ccccc1. The calculation puts the LUMO energy at -1.267 eV. Its total charge is 0.

Each line ends with the Löwdin charge.
Cartesian coordinates (Å):
1 O -0.975 0.643 4.014  -0.38
2 S -0.062 0.801 2.827  0.60
3 O -0.451 2.079 2.152  -0.37
4 F -0.321 -0.552 1.874  -0.26
5 P 2.000 0.758 3.543  0.89
6 C 2.685 0.879 1.787  -0.28
7 O 2.965 -0.412 1.196  -0.17
8 O 2.903 -1.391 2.189  -0.09
9 C 3.721 0.755 4.387  -0.59
10 F 4.796 0.423 3.583  0.07
11 F 3.716 -0.194 5.431  0.02
12 F 4.014 1.981 5.012  0.02
13 H 1.705 -0.454 4.247  0.08
14 H 1.717 1.990 4.232  0.08
15 H 3.548 1.599 1.685  0.11
16 H 1.859 1.331 1.142  0.11
17 H 2.617 -2.225 1.749  0.08
18 C 6.787 6.381 2.474  -0.07
19 C 5.808 6.925 1.648  -0.06
20 C 4.602 6.261 1.468  0.00
21 C 4.385 5.054 2.127  -0.13
22 C 5.361 4.500 2.949  0.01
23 C 6.566 5.169 3.121  -0.06
24 N 3.107 4.364 1.961  -0.31
25 O 2.283 4.863 1.223  0.12
26 O 2.937 3.321 2.580  -0.03
27 H 7.726 6.905 2.616  0.11
28 H 5.986 7.868 1.145  0.11
29 H 3.847 6.693 0.823  0.12
30 H 5.198 3.558 3.460  0.10
31 H 7.332 4.749 3.761  0.11
32 C 4.695 -7.789 3.146  -0.06
33 C 4.959 -7.528 1.806  -0.06
34 C 4.293 -6.498 1.154  0.00
35 C 3.369 -5.733 1.858  -0.14
36 C 3.094 -5.992 3.197  0.01
37 C 3.762 -7.026 3.840  -0.06
38 N 2.684 -4.631 1.184  -0.33
39 O 2.932 -4.441 0.010  0.10
40 O 1.901 -3.956 1.841  0.05
41 H 5.221 -8.591 3.653  0.11
42 H 5.686 -8.127 1.269  0.11
43 H 4.506 -6.303 0.110  0.12
44 H 2.371 -5.402 3.747  0.12
45 H 3.558 -7.236 4.883  0.11
46 C -3.258 1.760 0.860  -0.05
47 C -4.277 2.707 0.886  -0.05
48 C -4.980 3.005 -0.275  0.00
49 C -4.654 2.344 -1.456  -0.16
50 C -3.631 1.402 -1.491  0.00
51 C -2.933 1.112 -0.326  -0.05
52 N -5.405 2.634 -2.676  -0.37
53 O -6.284 3.477 -2.617  0.07
54 O -5.114 2.013 -3.684  0.06
55 H -2.716 1.525 1.767  0.08
56 H -4.525 3.210 1.813  0.11
57 H -5.771 3.744 -0.244  0.12
58 H -3.370 0.887 -2.407  0.09
59 H -2.136 0.377 -0.341  0.10
60 C -7.814 -0.352 -3.894  -0.06
61 C -8.054 -1.718 -4.002  -0.07
62 C -7.839 -2.551 -2.911  0.00
63 C -7.387 -2.003 -1.715  -0.15
64 C -7.138 -0.639 -1.600  0.01
65 C -7.353 0.186 -2.698  -0.06
66 N -7.183 -2.873 -0.555  -0.35
67 O -7.393 -4.065 -0.696  0.07
68 O -6.818 -2.356 0.485  0.08
69 H -7.988 0.296 -4.746  0.11
70 H -8.412 -2.133 -4.937  0.11
71 H -8.029 -3.613 -3.006  0.12
72 H -6.781 -0.209 -0.672  0.12
73 H -7.167 1.245 -2.620  0.08
74 C -0.776 -0.494 -3.409  -0.07
75 C -1.169 0.423 -4.379  -0.06
76 C -0.445 0.540 -5.559  0.00
77 C 0.668 -0.270 -5.758  -0.15
78 C 1.071 -1.184 -4.790  0.00
79 C 0.343 -1.293 -3.612  -0.06
80 N 1.419 -0.168 -7.011  -0.35
81 O 1.050 0.655 -7.828  0.08
82 O 2.368 -0.915 -7.166  0.07
83 H -1.347 -0.587 -2.491  0.09
84 H -2.042 1.045 -4.216  0.10
85 H -0.759 1.257 -6.307  0.12
86 H 1.940 -1.814 -4.939  0.12
87 H 0.647 -2.004 -2.852  0.11

=====

[2]
This record from the OMol25 dataset describes C32H30N2O2P2Tl as an isolated structure at a distorted geometry. The level of theory is wB97M-V/def2-TZVPD.

Its total energy is -2352.64328 a.u. The value obtained for the energy above the lowest of the compared OMol25 structures with the same formula, charge and spin is 0.4858 eV. The calculation puts the LUMO energy at 2.409 eV. Its total charge is -1.

Each line ends with the natural charge from an NBO analysis.
Cartesian coordinates (Å):
1 Tl 2.216 0.506 -1.755  0.78
2 C 0.294 -2.763 -1.424  -0.68
3 P -0.444 -1.458 -2.574  0.78
4 C -0.579 -2.439 -4.191  -0.30
5 C 0.179 -2.034 -5.272  -0.20
6 C 0.175 -2.875 -6.374  -0.21
7 C -0.541 -4.050 -6.413  -0.22
8 C -1.276 -4.442 -5.345  -0.21
9 C -1.311 -3.611 -4.200  -0.20
10 C -2.162 -1.230 -1.990  -0.36
11 C -2.325 -0.886 -0.637  -0.21
12 C -3.618 -0.497 -0.206  -0.20
13 C -4.661 -0.420 -1.077  -0.22
14 C -4.466 -0.618 -2.433  -0.23
15 C -3.228 -1.088 -2.891  -0.16
16 C 0.536 -2.329 -0.007  0.07
17 C 0.062 -3.074 1.031  -0.36
18 C 0.687 -2.610 2.191  -0.34
19 C 1.408 -1.532 1.797  0.06
20 C 2.210 -0.681 2.722  -0.70
21 P 2.262 1.134 2.307  0.83
22 C 0.541 1.764 2.091  -0.35
23 C 0.436 3.054 1.504  -0.21
24 C -0.827 3.635 1.266  -0.22
25 C -1.974 2.942 1.524  -0.22
26 C -1.893 1.653 2.045  -0.24
27 C -0.683 1.090 2.320  -0.16
28 C 2.743 1.697 4.030  -0.26
29 C 1.799 2.035 5.013  -0.23
30 C 2.192 2.204 6.317  -0.21
31 C 3.508 1.935 6.743  -0.23
32 C 4.417 1.649 5.750  -0.21
33 C 4.065 1.509 4.394  -0.23
34 N 1.330 -1.344 0.427  -0.61
35 H 1.271 -2.984 -1.878  0.23
36 H -0.247 -3.708 -1.431  0.22
37 H 0.721 -1.078 -5.238  0.23
38 H 0.716 -2.608 -7.252  0.20
39 H -0.439 -4.718 -7.249  0.21
40 H -1.831 -5.339 -5.431  0.21
41 H -1.846 -3.980 -3.288  0.22
42 H -1.496 -0.910 0.052  0.26
43 H -3.758 -0.400 0.853  0.20
44 H -5.635 -0.229 -0.685  0.20
45 H -5.276 -0.317 -3.097  0.21
46 H -3.091 -1.441 -3.911  0.21
47 H -0.585 -3.865 0.822  0.19
48 H 0.668 -2.903 3.274  0.19
49 H 3.290 -0.935 2.619  0.22
50 H 1.896 -0.843 3.740  0.22
51 H 1.301 3.590 1.150  0.24
52 H -0.846 4.631 0.827  0.22
53 H -2.962 3.306 1.329  0.21
54 H -2.834 1.112 2.194  0.20
55 H -0.657 0.118 2.718  0.22
56 H 0.747 2.250 4.782  0.22
57 H 1.401 2.398 7.030  0.20
58 H 3.735 2.048 7.774  0.21
59 H 5.455 1.350 5.960  0.20
60 H 4.764 1.194 3.619  0.22
61 N 0.003 1.825 -1.633  -0.93
62 C 0.125 3.285 -1.926  -0.35
63 C 1.611 3.851 -1.871  0.77
64 O 1.679 5.064 -1.993  -0.73
65 O 2.564 3.060 -1.631  -0.83
66 H -0.807 1.345 -2.084  0.39
67 H -0.124 1.602 -0.629  0.39
68 H -0.436 3.926 -1.248  0.20
69 H -0.146 3.478 -2.953  0.20

=====

[3]
This record from the OMol25 dataset describes C32H30N3O6PtSi as an isolated structure. The level of theory is wB97M-V/def2-TZVPD.

Its total energy is -2262.06067 a.u. The value obtained for the energy above the lowest of the compared OMol25 structures with the same formula, charge and spin is 0.0000 eV. The calculation puts the LUMO energy at 2.361 eV. Its total charge is -1.

Each line ends with the Löwdin charge.
Cartesian coordinates (Å):
1 Pt 0.401 -2.740 0.006  1.21
2 O 0.773 -3.381 1.899  -0.23
3 C -0.091 -3.794 2.765  -0.37
4 C 0.414 -4.344 3.975  -0.02
5 C -0.405 -4.813 4.969  -0.11
6 C -1.798 -4.774 4.824  -0.13
7 C -2.318 -4.243 3.667  -0.07
8 C -1.510 -3.738 2.636  -0.09
9 C -2.144 -3.163 1.461  -0.26
10 N -1.565 -2.824 0.322  -0.07
11 C -2.524 -2.308 -0.520  -0.11
12 C -3.720 -2.350 0.111  -0.08
13 N -3.471 -2.889 1.360  0.11
14 H 1.492 -4.379 4.071  0.11
15 H 0.032 -5.227 5.870  0.10
16 H -2.451 -5.160 5.596  0.09
17 H -3.397 -4.238 3.548  0.09
18 H -2.249 -1.961 -1.499  0.10
19 H -4.701 -2.034 -0.195  0.11
20 H -4.133 -2.980 2.106  0.14
21 O 0.083 -2.140 -1.865  -0.30
22 C 0.731 -1.055 -2.310  -0.46
23 C 2.201 -0.865 -1.944  -0.07
24 C 2.898 0.075 -2.674  0.03
25 C 4.243 0.329 -2.456  -0.18
26 C 4.947 -0.399 -1.495  -0.01
27 C 4.282 -1.361 -0.785  0.00
28 C 2.898 -1.631 -0.974  -0.35
29 O 2.387 -2.572 -0.254  -0.22
30 N 4.909 1.345 -3.224  -0.37
31 O 4.270 1.956 -4.073  0.02
32 O 6.090 1.569 -3.000  0.03
33 H 0.662 -1.039 -3.409  0.15
34 H 2.379 0.617 -3.452  0.12
35 H 5.995 -0.196 -1.327  0.11
36 H 4.790 -1.951 -0.033  0.11
37 C -1.453 2.484 -3.343  -0.09
38 C -1.921 2.158 -1.918  -0.59
39 C -3.079 1.159 -2.009  -0.09
40 C -2.386 3.459 -1.255  -0.09
41 Si -0.452 1.391 -0.988  0.57
42 O 0.008 0.130 -1.879  -0.12
43 C -0.872 0.863 0.768  -0.21
44 C -2.061 1.105 1.456  -0.10
45 C -2.245 0.661 2.760  -0.10
46 C -1.238 -0.047 3.402  -0.09
47 C -0.044 -0.297 2.742  -0.08
48 C 0.134 0.164 1.445  -0.11
49 C 0.898 2.695 -0.813  -0.20
50 C 1.701 3.079 -1.891  -0.10
51 C 2.677 4.057 -1.759  -0.08
52 C 2.861 4.686 -0.536  -0.10
53 C 2.069 4.332 0.547  -0.09
54 C 1.101 3.345 0.408  -0.09
55 H -2.291 2.886 -3.927  0.08
56 H -1.077 1.595 -3.853  0.08
57 H -0.661 3.237 -3.342  0.07
58 H -3.914 1.601 -2.568  0.08
59 H -3.451 0.857 -1.029  0.06
60 H -2.769 0.254 -2.539  0.08
61 H -3.176 3.922 -1.860  0.08
62 H -1.566 4.177 -1.168  0.08
63 H -2.790 3.301 -0.251  0.06
64 H -2.869 1.642 0.974  0.08
65 H -3.180 0.861 3.272  0.09
66 H -1.387 -0.414 4.412  0.10
67 H 0.741 -0.876 3.213  0.11
68 H 1.076 -0.048 0.949  0.10
69 H 1.578 2.601 -2.856  0.09
70 H 3.298 4.313 -2.609  0.10
71 H 3.626 5.445 -0.425  0.10
72 H 2.212 4.815 1.506  0.10
73 H 0.505 3.064 1.268  0.10